DFT (ωB97M-V with the def2-TZVPD basis set) results for a molecular structure, C32H33N7O8PSTi.

Relative energy (zero: lowest compared OMol25 entry of this formula, charge and spin), kcal per mole: 11.0
Kohn-Sham gap (alpha / beta), eV: 3.8982 / 5.9747
⟨S²⟩: 3.796
Max |F|, hartree/bohr: 0.016
2S+1: 4
Net charge: -2
Lowest unoccupied orbital energy (alpha / beta), eV: 4.23 / 4.23

The geometry in XYZ format:
```
83
Properties=species:S:1:pos:R:3:forces:R:3:mulliken_charge:R:1
Ti -0.42234 0.57529 -0.35161 0.358 0.133 0.227 0.05
O 1.30233 1.40459 0.07730 -0.522 0.045 0.148 -0.10
N 1.89981 2.41778 -0.63872 0.070 -0.194 -0.143 0.41
C 3.18092 2.10145 -1.07685 -0.046 0.020 0.008 -0.71
C 4.11916 3.06664 -1.26847 -0.002 0.016 -0.016 -0.68
C 3.81303 4.41852 -1.01267 -0.035 -0.062 0.004 -0.45
C 2.49373 4.70960 -0.58940 0.015 0.060 -0.031 -0.73
C 1.54015 3.74200 -0.39497 0.057 0.126 0.055 0.37
S -0.10383 4.16252 0.05737 0.147 0.059 0.030 -0.60
H 3.32476 1.05153 -1.28494 0.004 0.006 -0.008 0.49
H 5.08726 2.76448 -1.65082 0.003 0.027 0.017 0.34
H 4.54048 5.20574 -1.15749 -0.009 -0.017 0.002 0.33
H 2.17747 5.73591 -0.44403 0.014 -0.022 0.003 0.35
O 1.97954 -2.60935 -4.93605 0.273 -0.408 -0.595 -0.69
C 1.56586 -1.99224 -3.99003 -0.284 0.488 0.563 0.46
C 1.11089 -0.47555 -4.07079 0.090 -0.421 0.038 -0.86
O 1.10143 0.16876 -5.12919 -0.050 0.184 -0.131 -0.83
C 0.66013 -0.19212 -2.76837 -0.070 0.101 0.056 1.15
C 0.80155 -1.35799 -1.95376 -0.091 -0.075 0.138 -0.18
O 0.33668 -1.27807 -0.71395 0.017 0.210 -0.014 2.06
C 1.29909 -2.49895 -2.60008 0.017 -0.043 -0.166 0.17
O 1.41366 -3.69748 -2.16332 0.020 0.047 0.012 -1.01
O 0.03052 0.86677 -2.24424 0.153 -0.225 -0.388 -0.80
C 1.29244 2.43254 2.97111 0.072 0.001 0.121 -1.91
P 0.46520 0.83493 2.64559 -0.108 0.020 -0.009 2.36
C -0.58849 0.63342 4.13733 0.057 -0.025 -0.016 -0.04
C -1.02184 -0.64623 4.49664 -0.015 -0.047 0.010 -0.45
C -1.90488 -0.83544 5.54725 0.023 0.054 -0.035 -0.72
C -2.38988 0.25873 6.25651 -0.002 -0.037 -0.002 -0.45
C -1.98228 1.53464 5.90138 0.047 0.028 -0.053 -0.62
C -1.08821 1.72023 4.85078 -0.050 0.017 0.057 -0.55
C 1.81466 -0.35090 3.03595 -0.056 -0.031 -0.180 -0.20
C 2.29152 -1.13065 1.98359 0.057 -0.055 0.068 -0.42
C 3.31519 -2.04918 2.19629 -0.071 0.052 -0.043 -0.93
C 3.86683 -2.19169 3.45918 0.042 -0.032 0.033 -0.46
C 3.39685 -1.41878 4.51560 -0.050 0.043 -0.012 -0.66
C 2.37549 -0.50410 4.30189 0.044 -0.007 0.080 -0.26
H 1.61423 2.52382 4.01184 0.012 0.015 -0.016 0.55
H 0.63489 3.25656 2.69019 -0.010 -0.010 -0.002 0.49
H 2.15800 2.48226 2.31114 -0.016 -0.011 -0.021 0.30
H -0.66278 -1.50608 3.94051 0.001 0.025 0.004 0.37
H -2.22546 -1.83843 5.80408 0.001 0.013 0.001 0.39
H -3.08822 0.11359 7.07245 0.004 0.009 -0.001 0.35
H -2.36307 2.39686 6.43673 0.002 -0.010 0.003 0.39
H -0.78955 2.72675 4.58160 -0.002 -0.033 -0.002 0.33
H 1.85700 -1.02208 0.99637 0.030 -0.006 -0.002 0.39
H 3.66611 -2.65218 1.36739 0.002 0.007 0.017 0.49
H 4.66323 -2.90820 3.62538 -0.002 0.001 0.004 0.36
H 3.82355 -1.53199 5.50609 0.000 0.003 -0.013 0.38
H 2.00138 0.08905 5.13027 0.001 -0.006 -0.014 0.30
C -2.31602 -2.20181 -2.50130 0.018 -0.029 -0.055 -1.40
N -2.45865 -0.98690 -3.28135 -0.006 0.160 0.100 0.37
C -2.16791 -1.14323 -4.70062 -0.020 -0.008 0.046 -0.26
C -2.58687 0.08061 -5.48813 0.007 0.001 -0.005 -0.85
C -2.07264 1.31567 -4.77914 -0.030 -0.022 0.059 -0.49
N -2.60210 1.34297 -3.41802 0.054 -0.026 0.023 0.17
C -2.48090 2.62343 -2.73642 -0.036 -0.024 -0.030 -1.15
C -2.51014 0.22182 -2.64807 0.106 -0.053 0.041 0.52
O -2.54184 0.29226 -1.39685 0.186 -0.108 -0.131 -0.82
H -1.33650 -2.65830 -2.67431 -0.022 0.015 0.014 0.37
H -2.42067 -1.96527 -1.45072 -0.007 0.022 0.104 0.25
H -3.09475 -2.91625 -2.78767 -0.001 0.009 -0.021 0.42
H -2.70118 -2.03230 -5.05107 -0.018 0.005 -0.001 0.40
H -1.09765 -1.32846 -4.83261 -0.010 0.012 -0.014 -0.04
H -3.67802 0.12480 -5.56396 0.007 0.014 -0.003 0.33
H -2.16832 0.02201 -6.49387 0.008 0.000 0.008 0.43
H -2.40777 2.22644 -5.27865 -0.058 -0.008 -0.020 0.46
H -0.97786 1.31978 -4.76681 0.060 -0.020 0.020 0.18
H -2.88179 3.39270 -3.39931 0.001 0.012 0.014 0.35
H -1.44182 2.85754 -2.49928 0.068 0.003 -0.002 0.29
H -3.05403 2.61039 -1.81430 -0.020 -0.015 -0.044 0.32
N -1.61384 -5.30648 0.76442 -0.082 -0.064 0.016 -0.47
C -1.24409 -3.98756 0.76726 0.057 -0.114 0.041 0.50
N -0.07893 -3.66997 0.24149 0.010 0.168 -0.125 -0.10
N -2.11358 -3.15378 1.33035 -0.048 0.353 -0.029 -0.94
C -1.89953 -1.86073 1.18124 0.011 -0.248 0.134 0.63
N -1.76191 -0.71243 1.08204 0.057 -0.234 -0.106 -0.37
H -0.87261 -5.98124 0.70747 0.028 -0.030 -0.012 0.25
H -2.37876 -5.52609 1.37736 -0.023 -0.009 0.012 0.29
H 0.37242 -4.23042 -0.48644 0.034 0.007 -0.004 0.42
H 0.11845 -2.66121 0.03036 -0.021 -0.085 -0.023 -0.51
O -2.44647 2.79450 0.78676 0.021 0.149 -0.009 -0.50
C -1.46791 2.39023 0.31205 -0.472 0.139 0.215 0.64
```
Forces are in eV/Å.